Computed, not measured: a molecular structure, C35H30I2N3O6PSSc, with ωB97M-V/def2-TZVPD.

Structure (ORCA input):
```
! RIJCOSX wB97M-V def2-TZVPD def2/J DEFGRID3
* xyz 1 1
H -3.0362 5.3646 1.7546
H -1.9863 -2.9971 -0.3000
C -4.9213 6.6496 -0.7513
Sc 0.6741 -2.9482 1.8823
C -3.5147 4.3497 -0.0624
P 1.7845 -2.0611 -0.5073
C 4.9207 0.4128 0.3572
C 2.8986 -3.2754 -1.3114
H -0.1259 -3.6844 -1.8133
H 1.0897 0.7257 -0.0284
C -0.9795 -1.3687 -4.1323
O -5.6156 7.7265 -1.1691
C 0.1451 0.9775 3.0704
O 1.4996 -4.7507 2.5722
C -4.1927 4.4271 -1.2777
H 1.3390 0.3147 -2.3310
C -4.8951 5.5610 -1.6222
C -0.6423 2.0439 2.6046
H 5.9937 0.3208 0.4806
C 0.6856 -1.6946 -1.9199
C -0.9472 -0.4431 1.4811
C 4.0262 -4.1622 -3.2528
C 4.2882 1.6169 0.6329
I 1.3942 -3.1290 5.5408
C 3.3021 -3.4506 4.6579
S 1.5753 -5.3317 1.1776
H -4.5866 9.2320 -0.1663
H 4.8657 2.4670 0.9734
C 2.1682 0.6363 0.0570
H -3.4545 -1.2461 -1.2739
C -2.6718 0.2955 -0.0174
H -3.3088 1.0713 -0.4121
H -5.4274 5.6367 -2.5618
H 2.4143 2.6709 0.6772
H -1.8980 -4.3088 2.7928
H 4.3189 -4.0612 -4.2901
C -5.6056 8.8849 -0.3437
N -2.8133 3.1410 0.1889
C -4.2533 6.5783 0.4721
H 3.3041 -4.4617 4.2779
C -0.1538 -0.3337 -3.7224
H 0.8625 1.1184 3.8704
C -3.5587 5.4306 0.8100
C -1.5500 1.9145 1.5870
I 3.7631 -2.1696 3.0185
O 0.7476 -1.3185 2.8576
H -6.1554 9.6446 -0.8873
N -2.2629 3.1041 1.2895
H -0.5279 3.0288 3.0416
O -1.1854 -3.7048 3.0221
C 4.1815 -0.6802 -0.0771
C 4.0149 -5.4306 -1.2087
C 2.7998 -0.5767 -0.2352
C 0.6834 -0.4954 -2.6226
C -0.1436 -2.7376 -2.3421
C 3.2867 -4.4161 -0.6126
H 4.9499 -6.0882 -3.0146
C -1.7397 0.6204 1.0019
H 4.6834 -1.6142 -0.3045
H 2.9913 -2.2862 -3.2118
H -4.2733 7.4105 1.1609
C -0.9681 -2.5769 -3.4434
H -6.0999 8.6933 0.6100
C 3.2830 -3.1631 -2.6458
H -1.5966 -3.3960 -3.7729
H -4.1559 3.5743 -1.9461
C 2.9129 1.7310 0.4716
C 4.3832 -5.2989 -2.5372
H -1.2947 -3.4658 3.9490
H -0.1458 0.6030 -4.2660
O 2.9559 -4.5085 0.7416
N -1.0495 -1.7254 0.9970
C -1.9233 -1.9723 0.0469
H -1.6202 -1.2413 -4.9951
C -2.7546 -0.9841 -0.4913
O 0.4972 -4.5640 0.4494
H 4.2889 -6.3050 -0.6302
C 0.0166 -0.2578 2.5096
H 4.0457 -3.2929 5.4254
*
```

## Properties
Gap between HOMO and LUMO   0.257 Eh
ΔE to the lowest compared entry with this formula, charge and spin   57.4 kJ/mol
E_HOMO   -9.84 eV

Computed, not measured: a molecular structure, C17H37N2OPRbS4Sb3, with ωB97M-V/def2-TZVPD.

Structure (ORCA input):
```
! RIJCOSX wB97M-V def2-TZVPD def2/J DEFGRID3
* xyz -2 1
C -1.4385 -3.3509 -0.3476
H 3.1455 -2.4015 0.8036
H 0.0794 -0.2893 3.3801
H 3.9396 2.1334 -4.4131
Rb 0.5010 1.3020 -1.3137
H -2.3709 5.5303 -2.1259
H -4.0569 3.3198 -2.4983
H -1.7294 -1.0378 2.9321
P -2.3571 3.4658 -0.8600
H 1.0455 -0.5405 4.8352
C 0.8702 -0.8943 3.8165
C -1.5671 -1.9926 2.4306
H -0.9618 4.5114 -2.4654
Sb -1.4164 -1.2668 0.1006
H -3.1722 4.7052 1.0416
C -3.5042 -0.8722 0.4517
H -4.0908 -1.7288 0.1155
C 1.2641 -4.6261 4.3317
H 2.2874 -2.8426 4.9301
H 4.9841 0.4147 -3.2347
C 1.4326 -3.2504 4.3964
H 5.0700 1.7948 -2.1348
H 4.2943 -0.2859 -1.0655
H -3.7932 -0.0058 -0.1409
H -4.3534 4.7115 -0.2942
H 2.0488 2.1745 2.4040
C 0.5540 -2.3616 3.7803
C 2.2735 -1.7879 1.0267
H 0.0194 -6.1923 3.5348
C -3.2669 2.6449 -2.1574
H 1.4328 -2.4454 1.2490
H -0.7213 -3.8672 0.2903
C -1.6133 4.8875 -1.6727
H -2.5983 2.3814 -2.9849
H -1.1804 -3.4625 -1.3984
H 2.9680 -0.2509 -2.0084
H 2.0265 -1.2004 0.1419
H -2.4400 -3.7455 -0.1626
S -1.2949 -1.5112 -6.0617
H 3.3597 3.7351 -2.7698
C 4.3800 1.0760 -2.5961
O -1.3392 2.6666 -0.1109
H -3.6879 -0.6927 1.5111
H 1.9749 -5.2880 4.8112
C -0.7151 -4.2517 3.0232
H -4.1444 3.2639 0.7112
C -0.5738 -2.8526 3.0829
H -1.5675 -4.6514 2.4848
H -2.5215 -2.5137 2.3345
C 1.9935 1.2915 1.7689
H 2.6065 1.4390 0.8778
Sb 2.6820 -0.5084 2.7018
H 1.9209 3.1846 -3.3578
C -3.6268 4.1065 0.2517
S 1.2541 -1.5408 -3.0917
H 0.9542 1.1144 1.4867
Sb -0.6042 -0.5588 -4.1096
N 2.7470 2.9302 -2.8203
C 3.4106 1.8138 -3.5048
C 0.1773 -5.1230 3.6219
H 2.6287 1.1248 -3.8370
H -3.6879 1.7037 -1.8023
S -0.2426 1.7770 -4.3191
H -1.0244 5.4600 -0.9553
S -2.3304 -0.8193 -2.4967
N 3.6667 0.3463 -1.5490
*
```

## Properties
Gap between HOMO and LUMO   0.175 Eh
ΔE to the lowest compared entry with this formula, charge and spin   58.7 kJ/mol
E_HOMO   -1.28 eV

| no. | total energy (eV) |
| --- | --- |
| 1 | -110561.532 |
| 2 | -96159.710 |